Entry 1:
# C5H16NO2

A 3-piece molecular cluster, C5H16NO2 overall (ωB97M-V/def2-TZVPD, the OMol25 dataset).

ORCA input file:
```
! wB97M-V def2-TZVPD RIJCOSX def2/J DEFGRID3
* xyz 1 1
N -1.3687 -0.9619 -0.0172
H -1.6289 -0.7641 -1.0171
H -0.3711 1.5365 -4.0369
H -1.9690 -0.4006 -3.1018
H 0.2478 1.9067 0.7880
C 1.9990 0.4694 2.1774
C 1.2938 0.0048 1.1435
C 2.8942 -0.4648 2.9655
C -1.1776 0.3326 0.7385
H -1.8889 1.0905 0.4471
H 1.8708 1.4500 2.6074
H 1.6458 -0.8502 0.5740
H -1.5966 1.6276 -3.1770
H 0.4111 0.9345 -0.5878
H -2.0737 -1.5426 0.4202
H -1.8143 -1.8695 -3.2224
H 3.9534 -0.2077 2.9565
O -0.7127 1.2431 -3.1808
H 2.5372 -0.3243 3.9831
H -0.4448 -1.3861 -0.0260
O -2.1367 -1.1977 -2.6130
C 0.2281 0.8659 0.4907
H 2.8492 -1.4887 2.6095
H -1.3581 0.1239 1.7853
*
```

For the HOMO-LUMO gap, the calculation gives 9.75 eV. The value obtained for the lowest unoccupied orbital energy is -2.96 eV. As for the total energy: -405.08636 Ha. The energy relative to the best compared isomer or geometry (same formula, charge and spin) is 0.919 eV. The calculation puts the HOMO energy at -12.70 eV.


Entry 2:
# C4H5N3O3

One molecule with the formula C4H5N3O3 (ωB97M-V/def2-TZVPD, the OMol25 dataset).

ORCA input file:
```
! wB97M-V def2-TZVPD RIJCOSX def2/J DEFGRID3
* xyz 0 1
H -2.2988 -0.5712 -1.1563
H -2.8788 -0.8093 0.4122
O -0.4519 -1.8019 0.2214
N 3.9091 0.5543 0.1439
O -0.0272 0.4160 0.0949
C -0.8192 -0.6561 -0.0242
H 4.8770 2.3752 -0.3895
C -2.2139 -0.1713 -0.1740
N 1.2696 0.3895 0.3067
H 1.7120 -1.5918 0.0695
C 4.5583 1.3716 -0.4168
H -2.4549 0.8466 -0.0468
C 3.3394 -0.6826 0.0574
O 4.0306 -1.6549 -0.0999
N 2.0281 -0.6371 0.2582
*
```

For the HOMO-LUMO gap (alpha / beta), the calculation gives 6.88 / 8.41 eV. The value obtained for the lowest unoccupied orbital energy (alpha / beta) is -0.38 / 0.26 eV. As for the total energy: -545.18365 Ha. The energy relative to the best compared isomer or geometry (same formula, charge and spin) is 7.587 eV. The calculation puts the HOMO energy (alpha / beta) at -7.26 / -8.16 eV.


Entry 3:
# C27H56BFIN5O7P

A 3-piece molecular cluster, C27H56BFIN5O7P overall (ωB97M-V/def2-TZVPD, the OMol25 dataset).

ORCA input file:
```
! wB97M-V def2-TZVPD RIJCOSX def2/J DEFGRID3
* xyz 1 3
H -2.3171 3.6036 -5.1843
C 1.7682 3.5921 -5.9256
H 2.6099 1.0455 -5.4524
C 3.1745 -1.1222 0.3985
H -0.9911 1.5910 -5.3351
O 0.9068 1.3914 -3.1940
O 0.2703 -1.6465 1.4847
C 3.7908 -3.3153 -2.2894
H 1.1171 -4.9008 0.7011
C 2.3063 -4.0947 4.5012
C 2.3227 -3.5007 -2.6159
H -6.9546 2.0066 4.6948
O 1.9957 1.0273 -0.3948
C 0.5318 3.4120 -1.5323
H 2.2111 0.0880 -2.5934
C -1.0583 3.6700 -3.4408
H -1.0704 -3.0029 0.0434
H -3.3267 -1.2165 3.6645
B 2.6758 -0.1017 -0.7278
H 4.9374 -3.1508 1.6251
O -3.8478 2.7935 2.8615
O 1.5210 -2.9668 4.7864
H 1.2450 -4.7586 2.7991
H 2.2219 3.2345 -6.8481
C 4.2411 -1.8613 3.1898
O 3.2634 -1.2169 3.4738
H 3.3139 -3.9378 4.8714
C 1.0613 5.0022 -3.3119
C 4.1000 -3.1303 -0.8104
H 0.8999 5.3661 -4.3231
H -6.2059 1.5150 1.8927
H 1.5072 1.1345 -6.8299
C -5.9775 2.3552 4.3630
H 2.1360 4.9651 -3.1297
H -1.5672 2.7925 -3.0289
H 4.6872 -3.9133 3.1552
H -4.2317 0.1392 5.4355
H -0.9328 4.6439 -5.3726
H -1.9319 2.2135 1.4424
H -5.9693 0.2225 5.5776
P -0.1464 -3.0019 1.0932
H 4.2334 -2.5174 -2.8695
H -1.1795 1.8021 2.9867
N 3.0311 -2.5437 0.0060
H 2.2037 -3.6354 -3.6842
O 2.8901 -0.3332 -2.0472
H 4.9727 -2.4909 -0.7000
H -6.9010 0.2290 2.8584
H -3.8992 1.0338 0.6602
H 1.9159 -4.9371 5.0712
I 6.2121 -1.1861 3.7303
H -1.7848 -1.0656 2.8431
H -2.0637 -0.1910 4.3463
F 4.3787 -4.3820 -0.2684
H -1.5324 4.5429 -2.9891
C -0.5029 2.5300 -5.6154
H 0.6391 5.7493 -2.6414
C -5.9544 0.6674 2.5374
H 1.5777 3.3189 -1.2457
C -5.1593 -0.3464 1.7176
H 2.7972 -5.5131 3.0098
H 2.5356 -0.9516 1.2532
C -2.9977 0.6918 2.5841
H -5.0683 -1.2941 2.2568
H -1.0796 0.6830 1.6225
N 2.9312 -3.6727 2.0813
H 1.8578 1.0715 0.5540
C 4.2605 -3.1973 2.4643
H 2.5822 3.9527 -5.2984
C 1.5625 1.1470 -5.7427
H -0.7616 -3.6840 2.1641
C -1.7255 1.3981 2.1326
H 0.9778 -2.7129 4.0398
H 1.7224 -2.6570 -2.3079
C 0.4131 3.6355 -3.0298
C 2.4253 -3.3648 0.9276
H 1.1431 4.4422 -6.1953
H -5.7037 -0.5770 0.8002
C 2.2743 -4.5608 3.0590
H 1.9359 -4.4064 -2.1606
H 0.1009 4.2476 -0.9815
H -3.1895 -0.5569 0.8443
H 0.0115 2.5101 -1.2196
C 0.9769 2.4574 -5.2303
H -5.2593 -0.9201 4.4641
N 1.1766 -3.9026 0.5134
C -5.1580 0.0890 4.8646
C -1.2536 3.6860 -4.9555
H 1.0178 0.2790 -5.3756
H 4.2034 -0.8662 0.6663
C -5.2069 1.1827 3.7692
N -3.8269 1.6222 3.4022
H -5.4526 2.7738 5.2226
H -0.5777 2.6079 -6.7015
H 4.3016 -4.2282 -2.5808
C -3.7787 0.2045 1.3635
H -6.1389 3.1517 3.6400
N 1.1378 2.5372 -3.7469
C -2.5318 -0.5159 3.4163
*
```

For the HOMO-LUMO gap (alpha / beta), the calculation gives 5.78 / 6.75 eV. The value obtained for the lowest unoccupied orbital energy (alpha / beta) is -4.13 / -4.13 eV. As for the total energy: -2626.35226 Ha. The calculation puts the HOMO energy (alpha / beta) at -9.91 / -10.88 eV.


Entry 4:
# C19H27FN8O3

A 9-piece molecular cluster, C19H27FN8O3 overall (ωB97M-V/def2-TZVPD, the OMol25 dataset).

ORCA input file:
```
! wB97M-V def2-TZVPD RIJCOSX def2/J DEFGRID3
* xyz 0 1
O 1.8297 0.8931 -0.9505
H -4.2708 -1.8786 1.0939
H -1.1843 1.8782 -1.3119
C -0.6358 4.6711 2.4561
H 3.5743 -2.2504 -1.5564
C -3.2336 -1.7953 2.9441
H 2.1462 3.2348 1.9909
O 1.1154 -0.5649 0.5823
F 0.0252 1.3512 2.8585
C 2.8003 5.1746 1.4986
C -1.4308 5.4119 3.4141
H -1.3535 -7.1797 1.9412
H -0.2508 -1.3340 2.0412
H 1.1377 -0.4378 2.6775
N 2.1936 -3.7128 -3.9600
H -0.5258 -2.4091 -1.3811
H 2.8893 -0.8059 -2.4652
H 0.4338 4.8416 2.5789
H -0.0753 2.7814 -2.4747
H -5.1991 -2.6026 2.3815
H -3.8461 -3.4253 1.5805
H -1.1209 -1.9037 0.1397
C -0.2728 0.8327 1.7057
H -1.7675 2.4208 -2.8791
H -1.6216 -0.9926 -1.2826
C 0.4411 -0.5155 1.8427
H -0.8017 4.9954 1.4288
N 2.6074 6.2767 1.2235
C -1.4498 -5.1317 1.9558
H 3.0161 0.9547 -3.5004
H -2.6424 -6.3944 2.9267
H -1.3585 0.7649 1.6375
H 3.7081 3.7770 2.7844
C -4.1856 -2.4784 2.0001
N 0.9942 2.8479 -4.9662
C -0.8870 2.0658 -2.3436
H -2.9184 -6.4865 1.2253
C 1.7701 1.9814 -4.8030
C -1.4148 -1.9943 -0.9060
H 2.3666 -0.0122 -4.9691
H 3.5852 3.3861 1.0214
C 2.7024 -2.8512 -3.3347
H 3.6190 1.2605 -5.0979
C 1.2016 0.6147 0.0428
C -2.1242 -6.4093 1.9679
C -0.6048 0.8239 -3.0244
N -0.9267 -4.1086 1.9058
C 3.0773 3.7933 1.8956
N -2.5478 -1.2692 3.7086
N -3.4233 -3.6558 -0.9559
N -2.0760 6.0394 4.1876
C 3.3400 -1.7968 -2.5195
H 4.2994 -1.5092 -2.9495
N -0.4939 -0.1812 -3.5550
C -2.5460 -2.9289 -0.9969
H -0.8310 3.5990 2.4301
O 0.4103 1.4183 0.6678
C 2.7362 0.9252 -4.5534
*
```

For the HOMO-LUMO gap, the calculation gives 11.66 eV. The value obtained for the lowest unoccupied orbital energy is 0.11 eV. Its SMILES is O=C1OC[C@@H](F)O1.CC#N.CC#N.CC#N.CC#N.CC#N.CC#N.CC#N.CC#N. As for the total energy: -1503.71490 Ha. The energy relative to the best compared isomer or geometry (same formula, charge and spin) is 0.967 eV. The calculation puts the HOMO energy at -11.55 eV.


Entry 5:
# CH2N3

A 2-piece molecular cluster, CH2N3 overall (ωB97M-V/def2-TZVPD, the OMol25 dataset).

ORCA input file:
```
! wB97M-V def2-TZVPD RIJCOSX def2/J DEFGRID3
* xyz 1 1
H 0.5243 -1.3087 -0.0208
H -0.3316 1.8913 -0.3883
N -2.6014 0.1856 -0.0524
N -3.4688 -0.4342 0.1371
C -0.0543 0.7383 -0.2131
N 0.1920 -0.3333 0.1268
*
```

For the HOMO-LUMO gap, the calculation gives 12.95 eV. The value obtained for the lowest unoccupied orbital energy is -6.05 eV. As for the total energy: -203.24919 Ha. The energy relative to the best compared isomer or geometry (same formula, charge and spin) is 0.482 eV. The calculation puts the HOMO energy at -19.00 eV.


Entry 6:
# C3H4N2

One molecule with the formula C3H4N2 (ωB97M-V/def2-TZVPD, the OMol25 dataset).

ORCA input file:
```
! wB97M-V def2-TZVPD RIJCOSX def2/J DEFGRID3
* xyz 0 1
H 0.4652 -0.8766 -1.3844
C -0.2489 0.1145 0.3614
N -2.7311 -0.2271 -0.0563
H -0.1856 0.0899 1.4514
H 1.6181 -0.9226 0.2228
H 1.3952 1.3821 0.1504
C -1.6752 0.0475 0.1245
C 0.7361 -0.5413 -0.4643
N 0.6260 0.9336 -0.4055
*
```

For the HOMO-LUMO gap, the calculation gives 11.31 eV. The value obtained for the lowest unoccupied orbital energy is 0.66 eV. Its SMILES is N#C[C@H]1CN1. As for the total energy: -226.14336 Ha. The energy relative to the best compared isomer or geometry (same formula, charge and spin) is 2.227 eV. The calculation puts the HOMO energy at -10.65 eV.